(1)
Below is a cluster of 3 separate species, C2H10O2S2 in total at a distorted geometry, with properties calculated with ωB97M-V/def2-TZVPD.

XYZ file:
```
16
Properties=species:S:1:pos:R:3:nbo_charge:R:1
C -0.3890 -1.5470 1.0621 -0.64
C -0.5007 -0.0183 1.0795 -0.50
S -1.2563 0.6649 -0.4826 0.05
S -1.2518 -0.7840 -1.9095 -0.12
H 0.5835 -1.9393 0.7744 0.21
H -1.2832 -1.9562 0.6077 0.23
H -0.4948 -1.8794 2.1009 0.22
H 0.4629 0.4714 1.0662 0.22
H -1.1670 0.2635 1.8839 0.23
H 0.0684 -0.9235 -2.0618 0.10
O 2.2359 1.5303 -0.4686 -0.93
H 2.2082 1.0627 -1.3127 0.47
H 3.0625 1.1832 -0.0859 0.46
O 2.2595 0.0436 2.8548 -0.94
H 2.5434 0.9490 3.0487 0.47
H 2.1874 -0.0094 1.8975 0.46
```

Its HOMO energy is -8.573 eV. Its SMILES is CCSS.O.O. The value obtained for the molar mass is 130.23 u. The energy above the lowest of the compared OMol25 structures with the same formula, charge and spin is 0.887 eV.


(2)
Below is a structure of composition C15H14ClNO2Tc at a distorted geometry, with properties calculated with ωB97M-V/def2-TZVPD.

XYZ file:
```
34
Properties=species:S:1:pos:R:3:nbo_charge:R:1
C 1.3229 -1.1852 -3.0837 -0.27
C -0.0902 -1.2544 -3.3357 -0.24
C -0.6729 -2.1420 -2.3731 -0.29
C 0.3806 -2.6236 -1.5212 -0.22
C 1.6133 -2.0291 -1.9510 -0.30
Tc 0.2764 -0.4248 -1.3987 0.80
C -0.6044 1.2211 -2.3244 -0.68
C 0.8140 1.7568 -2.4787 0.20
C 1.2003 2.6365 -3.4654 -0.25
N 1.5766 1.1161 -1.6152 -0.58
H -1.7199 -2.4249 -2.3137 0.26
H -0.6272 -0.7459 -4.1280 0.25
H 0.2775 -3.3538 -0.7244 0.26
H 2.5973 -2.2079 -1.5252 0.25
H 2.0642 -0.6613 -3.6803 0.25
H -1.1417 1.1918 -3.2748 0.20
H 2.5119 1.4040 -1.3530 0.39
H -1.1738 1.8190 -1.6002 0.24
H 0.4196 3.0453 -4.0970 0.20
H 2.2558 2.7952 -3.6722 0.19
Cl -1.0201 1.1086 7.0197 0.01
C -0.9630 0.6533 5.3648 -0.05
C -1.2492 -0.6691 4.9931 -0.24
C -1.1641 -1.0372 3.6484 -0.16
C -0.7581 -0.1020 2.6943 -0.15
C -0.5231 1.2217 3.0578 -0.17
C -0.6252 1.6087 4.3950 -0.23
C -0.5453 -0.5369 1.2739 0.77
O -1.1365 -1.5212 0.7928 -0.67
O 0.3024 0.2018 0.6021 -0.71
H -1.5244 -1.3921 5.7549 0.23
H -1.3972 -2.0520 3.3324 0.24
H -0.2491 1.9493 2.2974 0.23
H -0.4274 2.6343 4.6893 0.22
```

Its HOMO energy (spin up / spin down) is -7.162 / -7.511 eV. As for the multiplicity: 4. The value obtained for the molar mass is 373.73 u. Its expectation value of S² is 3.7814.


(3)
Below is a cluster of 10 separate species, C56H141N9O20 in total at a distorted geometry, with properties calculated with ωB97M-V/def2-TZVPD.

XYZ file:
```
226
Properties=species:S:1:pos:R:3:mulliken_charge:R:1
C 8.0966 -5.7954 0.4240 -0.81
O 7.1053 -5.0865 1.1693 -0.22
C 6.8054 -5.6310 2.4567 -0.94
C 5.8575 -4.7384 3.3024 0.59
N 5.1546 -5.3739 4.4176 -0.15
C 6.0658 -6.0939 5.3070 -0.80
C 5.2392 -6.4676 6.5523 -0.67
O 5.3143 -5.3915 7.5091 -0.30
C 4.4161 -5.5009 8.5810 -0.71
H 9.0210 -5.9711 0.9740 0.33
H 8.3190 -5.1696 -0.4403 0.23
H 7.8077 -6.7935 0.0945 0.32
H 7.7172 -5.7551 3.0409 0.43
H 6.4162 -6.6421 2.3375 0.40
H 5.1420 -4.2092 2.6730 -0.41
H 6.4787 -3.9501 3.7278 0.14
H 4.7091 -4.6853 5.0071 0.04
H 6.9153 -5.4400 5.5041 0.42
H 6.4923 -6.9536 4.7902 0.46
H 5.6856 -7.2982 7.0989 0.51
H 4.1903 -6.7085 6.3795 0.30
H 4.7420 -4.7929 9.3430 0.27
H 4.3936 -6.5239 8.9566 0.41
H 3.3904 -5.2163 8.3465 0.14
C 5.3076 -1.0087 -3.9589 -1.05
O 4.2702 -0.0888 -3.7099 -0.26
C 4.6932 0.8014 -2.6910 -1.30
C 3.8563 2.0705 -2.6093 1.11
N 3.6009 2.4359 -3.9844 -0.46
C 2.3638 3.1841 -4.0244 0.35
C 1.8717 3.5327 -5.4260 -0.77
O 2.8141 4.4904 -5.9761 -0.44
C 2.5284 4.8514 -7.3085 -0.85
H 6.1913 -0.5984 -4.4476 0.37
H 5.0187 -1.8435 -4.5975 0.33
H 5.5960 -1.5709 -3.0708 0.39
H 5.7421 1.0653 -2.8261 0.81
H 4.6596 0.2896 -1.7293 0.30
H 4.4149 2.8082 -2.0332 0.68
H 2.9578 1.7565 -2.0781 -1.38
H 3.5744 1.5705 -4.5045 0.40
H 2.4189 4.1521 -3.5263 0.24
H 1.6134 2.5925 -3.5000 -0.31
H 0.9073 4.0389 -5.3850 0.23
H 1.9300 2.6516 -6.0651 0.73
H 3.4619 4.9463 -7.8633 0.27
H 1.9579 5.7800 -7.3224 0.22
H 1.9024 4.1262 -7.8284 0.34
C 3.2707 -3.3431 0.4332 -0.61
O 3.2352 -2.3344 1.3819 -0.06
C 2.7377 -1.0383 0.9950 0.40
C 1.2571 -1.0934 0.8734 -0.77
N 0.6890 0.1641 0.4565 1.34
C 0.6513 0.2739 -1.0120 -0.35
C 0.0432 1.5563 -1.4188 1.24
O -1.2288 1.8946 -0.9177 -0.38
C -2.1889 0.8477 -0.8377 -0.60
H 3.5894 -4.3145 0.8111 0.45
H 3.8619 -3.1601 -0.4641 0.20
H 2.2793 -3.5854 0.0505 -0.06
H 3.1574 -0.7294 0.0377 -0.58
H 2.9797 -0.2822 1.7420 0.10
H 0.8909 -1.3312 1.8721 0.52
H 0.8248 -1.8975 0.2779 0.08
H -0.2281 0.4095 0.8013 -0.41
H 0.0040 -0.5186 -1.3877 0.20
H 1.6404 0.0136 -1.3888 -0.16
H -0.0225 1.7427 -2.4907 -1.05
H 0.7034 2.3305 -1.0278 -0.33
H -1.8920 0.1316 -0.0714 0.19
H -2.2024 0.3624 -1.8136 -0.03
H -3.2010 1.2105 -0.6588 0.11
C 6.4779 2.3854 -0.0999 -1.07
O 5.1240 1.9978 0.1608 0.07
C 4.4826 2.7617 1.1937 -1.12
C 2.9586 2.7689 1.0253 0.90
N 2.2592 3.8608 1.6029 -0.40
C 0.8064 3.7128 1.3632 1.69
C 0.2346 4.7619 2.2918 -1.26
O 0.4159 4.4394 3.6484 -0.29
C 0.0951 5.5682 4.4677 -0.89
H 7.0130 2.3413 0.8486 0.41
H 6.5690 3.3478 -0.6035 0.36
H 6.8967 1.5578 -0.6725 0.22
H 4.8830 3.7736 1.1326 0.55
H 4.9112 2.4659 2.1513 0.37
H 2.6157 1.8099 1.4135 -0.15
H 2.7142 2.7304 -0.0363 -0.51
H 2.4748 3.8446 2.5895 0.37
H 0.3923 2.7149 1.5079 -0.52
H 0.6228 4.0953 0.3592 -0.55
H -0.8401 4.7671 2.1101 0.49
H 0.5316 5.7705 2.0044 0.59
H 0.8125 6.3780 4.3353 0.35
H 0.3007 5.2612 5.4932 0.28
H -0.9216 5.9492 4.3710 0.32
C -4.6308 4.0926 -5.6811 -0.42
O -5.1265 5.1971 -4.9052 -0.45
C -5.3177 4.8838 -3.5322 -0.89
C -4.0783 4.3238 -2.7940 0.34
N -2.9607 5.3321 -2.8664 -0.33
C -1.6815 4.7590 -2.6333 0.74
C -0.4538 5.6764 -2.8983 -0.74
O -0.2455 5.8455 -4.3001 -0.26
C 0.6281 6.9211 -4.5113 -0.93
H -3.6698 3.6855 -5.3665 0.15
H -4.4792 4.5482 -6.6596 0.27
H -5.4092 3.3609 -5.8974 0.28
H -6.1707 4.2140 -3.4238 0.39
H -5.7152 5.7264 -2.9665 0.39
H -3.7608 3.3957 -3.2692 -0.44
H -4.4017 4.0980 -1.7779 0.29
H -3.0357 5.8713 -3.7171 0.39
H -1.5942 3.9181 -3.3213 -0.40
H -1.4823 4.4830 -1.5978 -0.07
H 0.4494 5.1725 -2.5542 0.12
H -0.5778 6.5963 -2.3269 0.65
H 1.6657 6.6687 -4.2928 0.33
H 0.4416 7.8062 -3.9031 0.37
H 0.5079 7.3942 -5.4860 0.30
C -5.3134 0.3283 -3.3577 -0.46
O -5.2711 1.1016 -2.1168 0.33
C -6.4037 1.2305 -1.3507 -0.33
C -6.8410 -0.0687 -0.5789 -1.18
N -5.7317 -0.6568 0.2457 0.45
C -5.7906 -2.0765 0.5323 -0.90
C -5.3759 -2.9060 -0.7844 -0.73
O -3.9880 -2.8530 -0.9294 0.08
C -3.3904 -3.3602 -2.1559 -0.76
H -5.9013 -0.5568 -3.1144 0.41
H -4.2877 0.1414 -3.6755 -0.28
H -5.8746 0.9915 -4.0159 0.26
H -7.2317 1.4564 -2.0227 0.46
H -6.2675 2.0281 -0.6203 -0.04
H -7.4378 -0.7467 -1.1891 0.54
H -7.6489 0.3015 0.0524 0.37
H -4.7765 -0.5279 -0.0560 -0.53
H -6.7725 -2.4011 0.8767 0.56
H -5.1185 -2.4451 1.3072 0.21
H -5.7521 -2.4418 -1.6960 0.31
H -5.5608 -3.9799 -0.7577 0.48
H -3.5423 -4.4395 -2.1701 0.38
H -2.3040 -3.2745 -2.1373 0.05
H -3.8373 -2.8245 -2.9934 0.33
C 1.9927 -2.6258 -3.2596 -0.59
O 0.7220 -1.9220 -3.5342 -0.36
C 0.8871 -0.6855 -4.3415 -0.31
C -0.5142 -0.1281 -4.7079 -0.22
N -0.2705 1.1272 -5.4132 0.27
C -1.6148 1.7259 -5.6155 -0.41
C -2.5127 0.9004 -6.6431 -0.74
O -3.6956 1.6523 -7.0137 -0.05
C -4.2744 1.1466 -8.2986 -0.94
H 2.5659 -2.7546 -4.1777 0.40
H 1.8294 -3.5561 -2.7156 0.27
H 2.7059 -2.0355 -2.6841 -0.02
H 1.4618 -0.8823 -5.2464 0.78
H 1.4164 0.0674 -3.7573 -0.30
H -1.0683 -0.0010 -3.7779 -0.44
H -0.9511 -0.9084 -5.3310 0.55
H 0.0733 0.9773 -6.3509 0.43
H -1.5633 2.7739 -5.9107 0.50
H -2.0892 1.8047 -4.6373 -0.58
H -2.7962 -0.1012 -6.3198 0.34
H -1.8965 0.8876 -7.5421 0.46
H -4.7385 0.1705 -8.1571 0.36
H -3.5316 1.0217 -9.0865 0.35
H -5.0525 1.8022 -8.6895 0.26
C -8.2563 4.9820 2.1771 -0.66
O -8.4368 3.8838 3.0699 -0.42
C -7.2575 3.1563 3.2775 -0.86
C -6.7634 2.3211 2.0958 -0.04
N -5.9680 1.1719 2.4125 -0.20
C -4.6654 1.5407 2.9117 -0.62
C -3.6307 0.3975 2.8753 -0.33
O -2.3229 0.8085 2.3691 0.13
C -1.4410 1.1778 3.4535 -0.89
H -9.1613 5.0900 1.5793 0.28
H -7.4201 4.8396 1.4926 0.25
H -8.0032 5.8796 2.7413 0.30
H -7.2564 2.5325 4.1713 0.40
H -6.4551 3.8391 3.5566 0.41
H -6.2930 2.9417 1.3332 0.09
H -7.6646 1.8662 1.6846 0.23
H -5.8553 0.6164 1.5765 0.51
H -4.7744 1.9624 3.9109 0.32
H -4.3549 2.3979 2.3143 0.35
H -3.9123 -0.3085 2.0940 -0.18
H -3.7615 -0.0885 3.8421 0.33
H -1.4175 0.4374 4.2531 0.41
H -1.7656 2.0729 3.9841 0.32
H -0.3972 1.2703 3.1536 0.14
C 0.0961 -5.9701 7.5106 -0.50
O -0.5801 -4.6899 7.6846 -0.40
C -1.1380 -4.2006 6.3588 -0.65
C -0.0808 -4.0908 5.2152 -0.27
N 1.1887 -3.4366 5.5243 -0.20
C 2.1809 -3.5212 4.4531 0.03
C 3.2676 -2.5402 4.7570 -0.83
O 3.9275 -3.0554 5.9352 -0.22
C 5.1613 -2.4699 6.3309 -0.83
H 1.1346 -5.9245 7.1829 -0.01
H -0.4329 -6.5500 6.7543 0.32
H 0.0082 -6.5359 8.4381 0.30
H -1.6383 -3.2413 6.4914 0.32
H -1.9376 -4.8696 6.0408 0.39
H -0.5541 -3.6674 4.3293 0.03
H 0.1365 -5.0788 4.8091 0.37
H 1.6549 -3.6036 6.4046 0.29
H 1.7808 -3.1425 3.5126 -0.08
H 2.5527 -4.5454 4.4247 0.39
H 2.9617 -1.5411 5.0674 0.64
H 4.0086 -2.4272 3.9657 0.22
H 5.7984 -2.4569 5.4466 0.31
H 5.5944 -3.1579 7.0569 0.15
H 5.0098 -1.4889 6.7813 0.30
O -1.4562 -5.6909 2.6209 -0.55
C -1.5778 -4.8473 1.4269 -0.29
C -0.4659 -4.9052 0.3936 0.33
O -0.6352 -6.1053 -0.3122 -0.63
H -2.2646 -5.7808 3.1308 0.31
H -2.5606 -4.8361 0.9558 0.34
H -1.4684 -3.8452 1.8416 0.10
H 0.5228 -4.8520 0.8494 0.09
H -0.5442 -4.1168 -0.3550 0.00
H 0.2068 -6.2704 -0.7428 0.34
```

Its HOMO energy is -8.087 eV. Its SMILES is COCCNCCOC.COCCNCCOC.COCCNCCOC.COCCNCCOC.COCCNCCOC.COCCNCCOC.COCCNCCOC.COCCNCCOC.COCCNCCOC.OCCO. The value obtained for the molar mass is 1260.79 u. The energy above the lowest of the compared OMol25 structures with the same formula, charge and spin is 1.880 eV.


(4)
Below is an isolated molecule of C8H8INO at a distorted geometry, with properties calculated with ωB97M-V/def2-TZVPD.

XYZ file:
```
19
Properties=species:S:1:pos:R:3:nbo_charge:R:1
C 0.3306 -0.1945 2.8227 -0.66
C 0.1518 -0.3920 1.3050 0.65
N 0.9395 -1.0285 0.6167 -0.49
C 1.7501 -1.2194 -0.4430 0.02
C 1.6773 -0.4610 -1.5376 -0.28
C 0.8057 0.6209 -1.8699 -0.21
C -0.5216 1.0462 -1.6383 -0.21
C -1.7353 0.7546 -1.0252 -0.39
C -2.1168 0.3304 0.1548 0.29
I -4.2688 -0.1990 0.4421 0.09
O -1.2738 -0.0620 1.1450 -0.57
H 0.5616 0.7772 2.9716 0.22
H 1.2487 -0.8979 3.0416 0.23
H -0.6173 -0.3171 3.3890 0.24
H 2.5150 -2.1529 -0.3829 0.21
H 2.4360 -0.7793 -2.3411 0.21
H 1.2860 1.0956 -2.7119 0.21
H -0.5944 1.9178 -2.2967 0.21
H -2.5742 1.1609 -1.6418 0.24
```

Its HOMO energy is -7.938 eV. Its SMILES is C/C1=N/C=C\C=C/C=C(/I)O1. The value obtained for the molar mass is 261.06 u. The energy above the lowest of the compared OMol25 structures with the same formula, charge and spin is 3.814 eV.


(5)
Below is a cluster of 2 separate species, C4H12N2O2 in total at a distorted geometry, with properties calculated with ωB97M-V/def2-TZVPD.

XYZ file:
```
20
Properties=species:S:1:pos:R:3:nbo_charge:R:1
C -0.5314 2.4560 0.9758 -0.63
C -0.0504 0.9830 0.7441 -0.41
C -0.1636 0.6223 -0.7457 -0.19
N 0.7442 1.1018 -1.7116 -0.83
C -0.0459 -1.0064 -0.8639 0.68
N -0.2283 -1.3224 -2.1691 -0.84
O -0.0843 -1.8200 0.0396 -0.64
H -0.4574 2.5868 2.0554 0.23
H -1.5387 2.5861 0.5825 0.21
H 0.2377 3.1205 0.5713 0.20
H 0.9522 0.8875 1.1560 0.21
H -0.7733 0.4231 1.3319 0.23
H -1.1975 0.9323 -0.9536 0.20
H 1.6812 1.2784 -1.3501 0.36
H 0.1719 1.9377 -1.2552 0.40
H -0.5104 -2.2455 -2.4417 0.40
H 0.1764 -0.6352 -2.7852 0.42
O 0.2205 -1.1716 3.0136 -0.97
H 0.6190 -1.9282 3.4483 0.47
H 0.1288 -1.4240 2.0861 0.50
```

Its HOMO energy is -9.375 eV. Its SMILES is CC[C@@H](N)C(N)=O.O. The value obtained for the molar mass is 120.15 u. The energy above the lowest of the compared OMol25 structures with the same formula, charge and spin is 2.899 eV.


(6)
Below is a cluster of 3 separate species, C2H13N2O2 in total at a distorted geometry, with properties calculated with ωB97M-V/def2-TZVPD.

XYZ file:
```
19
Properties=species:S:1:pos:R:3:nbo_charge:R:1
N -0.4649 1.7294 -0.8908 -0.72
C 0.2107 0.6066 -0.1988 -0.25
C -0.7854 -0.0677 0.8213 -0.24
N -2.0441 0.7127 0.8857 -0.86
H -1.4359 1.7165 -0.4489 0.46
H -0.0549 2.6490 -0.7586 0.44
H -0.7218 1.5685 -1.8720 0.47
H 0.5066 -0.1047 -0.9694 0.23
H 1.0922 0.8812 0.3486 0.23
H -1.0560 -1.0358 0.4155 0.22
H -0.3377 -0.0501 1.7958 0.22
H -2.8249 0.0716 0.7713 0.40
H -2.1137 1.2018 1.7666 0.39
H 5.5458 -2.8062 2.3347 0.46
H 5.7031 -4.2093 2.6773 0.46
O 6.0104 -3.5891 1.9993 -0.92
H -3.1554 0.3422 -2.7187 0.50
H -1.8503 -0.2087 -3.1807 0.49
O -2.2238 0.5920 -2.7784 -0.97
```

Its HOMO energy is -13.314 eV. The value obtained for the molar mass is 97.14 u. The energy above the lowest of the compared OMol25 structures with the same formula, charge and spin is 0.947 eV. Its net charge is +1.


(7)
Below is the ion C4H9NO2 with charge -1 at a distorted geometry, with properties calculated with ωB97M-V/def2-TZVPD.

XYZ file:
```
16
Properties=species:S:1:pos:R:3:nbo_charge:R:1
O -0.4825 2.8781 -0.3022 -0.77
C 0.4199 2.0197 -0.3719 0.10
C 0.3084 0.4648 -0.3921 -0.17
C -0.7641 -0.1230 0.5223 0.05
C -1.0142 -1.5263 -0.0222 -0.66
O -0.1634 -0.4191 1.8304 -0.75
N 1.6560 0.0088 -0.3126 -0.84
H 1.5761 2.4613 -0.4500 0.02
H -0.0632 0.2160 -1.4421 0.09
H -1.5730 0.6506 0.4856 0.21
H -1.8220 -2.0064 0.5230 0.19
H -1.1075 -1.2381 -1.0956 0.20
H -0.1783 -2.3097 -0.0821 0.20
H -0.8242 -0.5733 2.5423 0.45
H 2.1482 0.4994 -1.0397 0.36
H 1.8840 -1.0028 -0.3932 0.34
```

Its HOMO energy (spin up / spin down) is 0.724 / -3.266 eV. As for the multiplicity: 2. The value obtained for the molar mass is 103.12 u. The energy above the lowest of the compared OMol25 structures with the same formula, charge and spin is 2.697 eV. Its expectation value of S² is 0.7538. Its net charge is -1.